(1)
Density functional theory data (the ωB97M-V functional and the def2-TZVPD basis) for 7 unconnected molecules or ions with the total composition C47H74F5N4O15S7 at a distorted geometry.

Geometry as ORCA input:
```
! RIJCOSX wB97M-V def2-TZVPD def2/J DEFGRID3
* xyz 1 1
C -1.611 1.099 -5.317
C -0.370 1.195 -4.618
C 0.950 1.295 -3.627
C 2.170 0.238 -3.825
C 2.077 -0.954 -4.972
C 0.815 -1.989 -4.755
C 0.431 -2.285 -3.189
C 1.496 -3.364 -2.522
N 2.360 -2.729 -1.425
N 3.368 0.354 -2.965
N 3.386 1.314 -2.010
C 4.702 1.308 -1.192
F 5.445 2.617 -1.332
F 4.501 0.898 0.220
C 5.767 0.182 -1.825
C 6.853 0.758 -2.952
C 8.022 -0.212 -3.653
C 8.096 -1.782 -3.188
C 6.990 -2.364 -2.079
C 7.154 -3.982 -1.725
F 6.272 -4.746 -2.683
F 6.889 -4.310 -0.305
F 8.558 -4.416 -2.074
C 5.824 -1.394 -1.377
C 2.420 2.368 -1.574
C 2.567 3.445 -0.347
C 3.007 4.941 -0.907
N 3.441 4.982 -2.229
C 1.003 2.460 -2.459
C -0.146 3.587 -2.162
C -1.680 3.022 -2.067
C -2.580 4.271 -1.412
S -4.299 4.416 -2.139
O -4.312 5.299 -3.436
O -5.233 5.118 -1.079
O -4.979 2.885 -2.463
H -2.460 1.372 -6.109
H 2.000 -0.539 -6.066
H 3.060 -1.630 -4.923
H -0.160 -1.534 -5.265
H 1.077 -3.049 -5.237
H 0.264 -1.334 -2.527
H -0.618 -2.854 -3.207
H 2.126 -3.919 -3.338
H 0.841 -4.185 -1.959
H 1.680 -2.389 -0.695
H 2.869 -3.522 -0.935
H 6.868 1.883 -3.327
H 8.812 0.179 -4.424
H 8.946 -2.447 -3.666
H 5.083 -1.834 -0.585
H 1.511 3.500 0.205
H 3.344 3.163 0.480
H 2.952 5.892 -0.223
H 3.669 5.968 -2.500
H 0.041 4.255 -1.216
H -0.123 4.337 -3.091
H -1.773 2.030 -1.423
H -2.105 2.822 -3.161
H -1.978 5.254 -1.723
H -2.537 4.147 -0.249
H -4.446 2.531 -3.235
C -5.726 3.711 3.187
C -5.006 3.806 4.532
C -3.654 3.112 4.378
S -3.206 3.266 2.656
O -3.192 1.945 2.064
O -2.091 4.183 2.533
C -4.694 4.101 2.139
H -6.603 4.364 3.149
H -6.062 2.681 3.019
H -4.853 4.861 4.790
H -5.593 3.353 5.338
H -2.887 3.585 4.997
H -3.721 2.047 4.617
H -4.967 3.787 1.130
H -4.498 5.177 2.160
C 10.696 -3.236 0.419
C 11.855 -4.231 0.464
C 13.133 -3.463 0.130
S 12.852 -1.777 0.649
O 12.839 -0.930 -0.526
O 13.679 -1.489 1.803
C 11.171 -2.015 1.191
H 9.783 -3.656 0.852
H 10.484 -2.963 -0.622
H 11.932 -4.655 1.473
H 11.701 -5.063 -0.230
H 13.996 -3.868 0.663
H 13.327 -3.459 -0.946
H 10.582 -1.120 0.985
H 11.192 -2.213 2.267
C -2.119 -4.711 1.614
C -0.961 -5.706 1.659
C 0.317 -4.938 1.325
S 0.036 -3.252 1.844
O 0.023 -2.405 0.669
O 0.863 -2.964 2.998
C -1.644 -3.490 2.387
H -3.032 -5.131 2.047
H -2.332 -4.438 0.573
H -0.883 -6.130 2.668
H -1.114 -6.538 0.965
H 1.181 -5.343 1.858
H 0.512 -4.934 0.249
H -2.234 -2.595 2.180
H -1.624 -3.688 3.462
C -11.511 3.135 3.332
C -11.670 4.484 4.032
C -10.272 4.981 4.394
S -9.161 4.271 3.188
O -8.275 3.348 3.866
O -8.671 5.319 2.316
C -10.396 3.328 2.315
H -12.440 2.814 2.853
H -11.224 2.370 4.063
H -12.150 5.195 3.349
H -12.304 4.405 4.921
H -10.208 6.071 4.349
H -9.966 4.631 5.384
H -9.968 2.388 1.962
H -10.737 3.929 1.466
C -5.228 -4.091 -4.501
C -5.388 -2.743 -3.801
C -3.989 -2.245 -3.439
S -2.879 -2.956 -4.645
O -1.992 -3.878 -3.967
O -2.388 -1.908 -5.517
C -4.113 -3.898 -5.519
H -6.158 -4.413 -4.980
H -4.941 -4.856 -3.770
H -5.867 -2.031 -4.484
H -6.021 -2.821 -2.912
H -3.925 -1.155 -3.484
H -3.684 -2.596 -2.449
H -3.686 -4.838 -5.871
H -4.454 -3.297 -6.367
C 0.644 -0.659 5.008
C 0.203 0.675 4.408
C -1.194 0.980 4.946
S -1.303 0.176 6.537
O -2.298 -0.872 6.457
O -1.320 1.183 7.580
C 0.313 -0.574 6.491
H 1.710 -0.845 4.845
H 0.082 -1.478 4.544
H 0.898 1.463 4.719
H 0.207 0.647 3.313
H -1.352 2.054 5.069
H -1.972 0.561 4.301
H 0.287 -1.548 6.982
H 1.006 0.093 7.012
*
```

HOMO: -11.1 eV
E: -176010.7880 eV
LUMO level: -4.9 eV
Orbital gap: 6.3 eV


(2)
Density functional theory data (the ωB97M-V functional and the def2-TZVPD basis) for a molecular structure, C2H4N2O2 at a distorted geometry.

Geometry as ORCA input:
```
! RIJCOSX wB97M-V def2-TZVPD def2/J DEFGRID3
* xyz 0 1
N -1.465 -0.121 -0.331
C -0.617 -0.935 1.084
O -1.096 -1.910 1.518
O 1.086 -0.700 1.005
C 1.316 0.305 0.184
N 0.730 0.384 -0.950
H -1.160 -0.313 -1.305
H -1.616 0.896 -0.434
H 1.962 1.089 0.592
H 0.861 1.305 -1.364
*
```

HOMO (alpha / beta): -9.0 / -9.0 eV
E: -9209.5914 eV
LUMO level (alpha / beta): -1.0 / -1.0 eV
Orbital gap (alpha / beta): 8.0 / 8.0 eV


(3)
Density functional theory data (the ωB97M-V functional and the def2-TZVPD basis) for 2 unconnected molecules or ions with the total composition C18H29BrCl2FN5O3PS2 at a distorted geometry.

Geometry as ORCA input:
```
! RIJCOSX wB97M-V def2-TZVPD def2/J DEFGRID3
* xyz 1 1
C 2.957 0.602 -1.581
C 3.794 0.599 -0.294
N 3.093 1.158 0.879
C 4.058 1.794 1.814
C 4.285 3.270 1.506
C 2.110 0.415 1.484
S 1.289 0.942 2.816
S 1.808 -1.137 0.686
C 0.395 -1.803 1.569
C -0.824 -2.099 0.685
C -2.127 -1.482 1.213
C -2.666 -0.228 0.530
C -2.832 -0.437 -0.977
Cl -4.264 -1.285 -1.420
C -1.927 -0.123 -1.907
C -0.616 0.599 -1.724
Cl -2.199 -0.638 -3.528
N -1.946 1.066 0.795
C -2.873 2.044 0.840
N -2.599 3.326 1.037
P -1.003 3.934 1.282
O -0.426 3.293 2.445
O -0.311 3.701 -0.112
O -1.298 5.488 1.315
N -4.121 1.550 0.673
Br -5.593 2.579 1.112
C -3.978 0.179 1.257
F -5.090 -0.545 1.150
H 3.485 1.134 -2.373
H 2.019 1.132 -1.409
H 2.737 -0.402 -1.941
H 4.652 1.253 -0.449
H 4.213 -0.387 -0.062
H 4.998 1.239 1.732
H 3.697 1.675 2.829
H 4.643 3.802 2.386
H 3.338 3.723 1.201
H 4.990 3.414 0.685
H 0.159 -1.117 2.383
H 0.743 -2.719 2.051
H -0.973 -3.179 0.669
H -0.650 -1.820 -0.354
H -2.930 -2.211 1.064
H -2.071 -1.298 2.291
H -0.747 1.575 -1.271
H -0.162 0.757 -2.701
H 0.091 0.021 -1.124
H -1.224 1.092 1.521
H -3.382 3.967 1.091
H -0.199 4.497 -0.653
H -1.188 5.841 2.214
H -3.744 0.291 2.323
N 0.953 -5.357 -2.058
C -0.027 -6.066 -2.696
C -0.950 -5.174 -3.171
C -0.508 -3.873 -2.805
C 0.669 -4.020 -2.118
H 1.759 -5.759 -1.616
H 0.017 -7.139 -2.762
H -1.840 -5.424 -3.722
H -0.998 -2.939 -3.023
H 1.330 -3.292 -1.677
*
```

HOMO: -10.1 eV
E: -161489.1402 eV
LUMO level: -3.7 eV
Orbital gap: 6.5 eV


(4)
Density functional theory data (the ωB97M-V functional and the def2-TZVPD basis) for 9 unconnected molecules or ions with the total composition C25H68O9 at a distorted geometry.

Geometry as ORCA input:
```
! RIJCOSX wB97M-V def2-TZVPD def2/J DEFGRID3
* xyz 0 1
C 11.705 17.906 29.291
C 11.398 19.065 30.229
C 11.444 20.403 29.465
O 10.089 18.901 30.755
H 10.884 17.896 28.572
H 11.736 16.966 29.843
H 12.651 17.996 28.754
H 12.052 19.144 31.099
H 11.149 21.240 30.100
H 10.822 20.441 28.572
H 12.478 20.610 29.170
H 9.450 19.190 30.082
C 7.744 20.961 22.437
C 8.557 19.953 23.214
C 9.508 20.570 24.199
O 7.547 19.150 23.943
H 7.188 21.625 23.102
H 7.006 20.554 21.745
H 8.373 21.636 21.848
H 9.003 19.211 22.550
H 9.734 19.831 24.972
H 9.146 21.423 24.772
H 10.421 20.852 23.675
H 7.234 18.451 23.358
C 4.898 18.154 31.291
C 5.338 18.325 32.743
C 4.788 19.618 33.355
O 4.963 17.208 33.508
H 5.236 17.207 30.859
H 5.198 18.864 30.518
H 3.813 18.111 31.148
H 6.429 18.431 32.705
H 5.142 19.771 34.377
H 3.700 19.555 33.363
H 5.174 20.508 32.855
H 5.609 16.517 33.335
C 3.143 20.987 29.752
C 1.642 20.659 29.798
C 0.844 21.552 30.763
O 1.079 20.809 28.507
H 3.652 21.035 30.716
H 3.210 21.992 29.327
H 3.673 20.244 29.157
H 1.477 19.617 30.076
H 1.223 21.423 31.782
H -0.163 21.139 30.823
H 0.868 22.612 30.517
H 1.237 21.711 28.211
C 7.726 22.786 33.842
C 9.216 22.680 34.077
C 10.066 22.864 32.809
O 9.584 23.778 34.929
H 7.402 23.750 33.453
H 7.166 22.653 34.773
H 7.340 21.991 33.196
H 9.552 21.720 34.480
H 9.876 23.858 32.406
H 9.753 22.031 32.176
H 11.119 22.768 33.065
H 9.261 23.541 35.807
C 7.123 20.993 30.131
C 7.227 20.584 28.657
C 7.688 21.623 27.617
O 8.196 19.515 28.706
H 7.074 20.097 30.747
H 6.194 21.508 30.389
H 7.967 21.636 30.382
H 6.296 20.113 28.333
H 7.266 22.618 27.790
H 7.319 21.446 26.602
H 8.771 21.702 27.528
H 8.203 19.085 27.837
C 8.793 25.403 29.238
C 7.283 25.636 29.199
C 6.734 25.255 30.552
O 6.978 27.011 28.944
H 9.209 25.538 28.233
H 8.984 24.352 29.458
H 9.338 26.104 29.867
H 6.874 24.977 28.427
H 7.002 24.221 30.771
H 5.649 25.354 30.589
H 7.218 25.905 31.281
H 7.295 27.226 28.062
C 3.098 19.939 25.844
C 4.563 19.638 25.700
O 5.110 20.455 24.670
H 2.879 21.004 25.915
H 2.722 19.429 26.734
H 2.490 19.567 25.018
H 4.707 18.582 25.439
H 5.176 19.753 26.601
H 5.910 20.006 24.358
C 9.604 16.291 24.584
C 9.623 16.958 25.960
O 8.576 17.863 26.226
H 8.674 15.757 24.419
H 10.475 15.633 24.548
H 9.882 17.052 23.849
H 10.561 17.442 26.250
H 9.552 16.158 26.707
H 8.138 18.176 25.416
*
```

HOMO: -9.6 eV
E: -45454.1054 eV
LUMO level: 0.2 eV
Orbital gap: 9.8 eV
Structure (SMILES): CC(C)O.CC(C)O.CC(C)O.CC(C)O.CC(C)O.CC(C)O.CC(C)O.CCO.CCO


(5)
Density functional theory data (the ωB97M-V functional and the def2-TZVPD basis) for a molecular structure, C8H10F6KO4.

Geometry as ORCA input:
```
! RIJCOSX wB97M-V def2-TZVPD def2/J DEFGRID3
* xyz 1 1
K 0.133 0.333 3.478
C 3.823 1.424 -2.147
C 3.020 1.255 -0.878
O 3.553 0.125 -0.145
C 2.904 -0.260 0.902
O 1.887 0.222 1.346
C 3.576 -1.459 1.611
F 4.099 -1.025 2.770
F 2.634 -2.373 1.906
F 4.526 -2.031 0.889
H 3.601 0.620 -2.857
H 4.897 1.382 -1.979
H 3.544 2.364 -2.617
H 1.966 1.089 -1.096
H 3.091 2.143 -0.244
C -5.052 -1.806 -0.534
C -3.966 -1.331 0.385
O -3.503 -0.052 -0.094
C -2.380 0.417 0.365
O -1.687 -0.052 1.225
C -1.929 1.724 -0.314
F -2.820 2.203 -1.163
F -1.697 2.637 0.633
F -0.783 1.513 -0.966
H -5.359 -2.805 -0.232
H -4.686 -1.866 -1.560
H -5.907 -1.133 -0.518
H -3.143 -2.044 0.430
H -4.341 -1.215 1.405
*
```

HOMO: -14.7 eV
E: -49274.5979 eV
LUMO level: -3.4 eV
Orbital gap: 11.3 eV


> The highest E belongs to which entry?

C2H4N2O2


> Which value of E does entry 4 give?

-45454.1054 eV


Repeat the second record exactly.
Density functional theory data (the ωB97M-V functional and the def2-TZVPD basis) for a molecular structure, C2H4N2O2 at a distorted geometry.

Geometry as ORCA input:
```
! RIJCOSX wB97M-V def2-TZVPD def2/J DEFGRID3
* xyz 0 1
N -1.465 -0.121 -0.331
C -0.617 -0.935 1.084
O -1.096 -1.910 1.518
O 1.086 -0.700 1.005
C 1.316 0.305 0.184
N 0.730 0.384 -0.950
H -1.160 -0.313 -1.305
H -1.616 0.896 -0.434
H 1.962 1.089 0.592
H 0.861 1.305 -1.364
*
```

HOMO (alpha / beta): -9.0 / -9.0 eV
E: -9209.5914 eV
LUMO level (alpha / beta): -1.0 / -1.0 eV
Orbital gap (alpha / beta): 8.0 / 8.0 eV


> Which of these has the lowest E?

C47H74F5N4O15S7